Record 1
31
Properties=species:S:1:pos:R:3 method="wB97M-V/def2-TZVPD" orbital_gap_ev=7.2 charge=-1 largest_force_ev_per_a=1.9 smiles="NP(O)[C@](N)(NCOCOCCO)C(=O)[O-]"
N -0.16725 2.58354 -2.14055
P -0.15691 0.96323 -2.81314
O 1.07907 0.27439 -1.99504
C -1.65741 0.11552 -2.11109
N -2.83063 0.99580 -2.19889
N -1.44972 -0.46704 -0.77474
C -1.12228 0.50010 0.24430
O 0.03416 0.07339 0.99458
C -0.31629 -0.63774 2.14598
O 0.71475 -1.51739 2.47799
C 1.85993 -0.86415 2.96030
C 3.08822 -1.33378 2.20615
O 4.19662 -0.48124 2.45701
C -1.81030 -1.11333 -3.09610
O -2.80085 -1.18732 -3.84044
O -0.83944 -1.89534 -2.99426
H -0.48664 3.20825 -2.86428
H 0.79009 2.85122 -1.93779
H 0.83046 -0.66452 -1.91799
H -2.56733 1.97300 -2.25637
H -3.41814 0.91764 -1.38081
H -2.31910 -0.92328 -0.52905
H -1.93580 0.58984 0.96999
H -0.90786 1.48207 -0.15339
H -1.20679 -1.23961 2.00276
H -0.43209 0.09040 2.95802
H 1.79502 0.21813 2.85084
H 1.99049 -1.05107 4.02931
H 2.83675 -1.31924 1.15117
H 3.30691 -2.35371 2.50818
H 3.90237 0.21225 3.04735

Record 2
58
Properties=species:S:1:pos:R:3 method="wB97M-V/def2-TZVPD" orbital_gap_ev=5.5 charge=+3 largest_force_ev_per_a=0.8 relative_energy_ev=0.163
Ru 0.25570 -0.66703 -0.38444
N 0.52470 -1.87543 -2.10818
C 1.86127 -1.56220 -2.68010
C 2.05774 -0.05784 -2.65310
N 1.56640 0.55086 -1.36869
C 2.68090 0.78017 -0.40690
C 3.20666 -0.54792 0.10268
N 2.06029 -1.39960 0.56268
C 0.82619 1.81603 -1.64761
C -0.53617 1.49201 -2.23087
N -1.24748 0.53691 -1.32555
H 0.46923 -2.87523 -1.93101
H -0.18824 -1.69976 -2.81321
H 1.96106 -1.93192 -3.70127
H 2.60260 -2.08140 -2.07825
H 1.50265 0.39201 -3.47434
H 3.10605 0.20234 -2.80817
H 2.27494 1.36480 0.41911
H 3.48117 1.36069 -0.87330
H 3.91639 -0.37653 0.91117
H 3.74804 -1.08072 -0.67574
H 1.96654 -1.29078 1.56903
H 2.29942 -2.37852 0.43124
H 1.39672 2.45896 -2.32262
H 0.71167 2.34199 -0.69901
H -0.44764 1.01958 -3.20842
H -1.10832 2.40849 -2.37439
H -1.98328 0.07069 -1.85029
H -1.73540 1.07664 -0.61419
Cl -1.82902 -4.53650 3.15148
C -3.53445 -4.40153 3.02086
C -4.29301 -5.53115 2.83094
C -5.67649 -5.40886 2.75164
C -6.30444 -4.16865 2.83779
C -5.56476 -3.03375 3.07848
Cl -6.36727 -1.51506 2.96502
C -4.14289 -3.12517 3.22001
N -3.29914 -2.07684 3.41392
C -3.54524 -1.05923 4.20135
C -4.59876 -1.11419 5.18697
C -4.90958 -0.02798 5.94643
C -4.18019 1.14707 5.74542
C -3.09221 1.21010 4.85916
C -2.69559 0.12343 4.12025
C -1.34507 0.26971 3.42978
C -0.92775 -0.19589 2.04856
O -1.28104 -1.34412 1.52605
O -0.13579 0.48977 1.40485
H -3.81439 -6.49707 2.75166
H -6.27885 -6.29432 2.59450
H -7.37337 -4.08588 2.69841
H -1.89654 -1.83719 2.12374
H -5.09377 -2.06376 5.34347
H -5.68444 -0.07013 6.69887
H -4.42274 2.02781 6.32864
H -2.52903 2.13283 4.80841
H -0.60618 -0.18728 4.10564
H -1.09778 1.32963 3.42998

Record 3
16
Properties=species:S:1:pos:R:3 method="wB97M-V/def2-TZVPD" orbital_gap_ev=11.4 charge=0 largest_force_ev_per_a=1.1 relative_energy_ev=1.418 smiles=COC(C)(C)C#N
C -1.16350 0.26344 -1.69259
O 0.08404 0.51127 -1.06934
C 0.30913 -0.11849 0.17701
C 1.81925 -0.06681 0.41976
C -0.45593 0.58545 1.30468
C -0.11824 -1.54567 0.12582
N -0.46769 -2.64775 0.09188
H -1.20240 -0.74680 -2.12048
H -2.01430 0.38366 -1.00717
H -1.25579 0.99736 -2.49590
H 2.14423 0.97744 0.43934
H 2.35705 -0.58326 -0.37913
H 2.06996 -0.53565 1.37539
H -0.26027 0.10071 2.26575
H -1.53554 0.56916 1.13176
H -0.12801 1.62792 1.35615

Record 4
104
Properties=species:S:1:pos:R:3 method="wB97M-V/def2-TZVPD" orbital_gap_ev=6.7 charge=-1 largest_force_ev_per_a=7.3
C 1.92708 -1.06804 0.00933
C 0.38002 -1.48973 -0.40109
Cl 0.13908 -2.42297 -1.98630
C -0.76835 -1.13521 0.47754
Cl -0.32839 -0.14492 2.02671
Nb -2.95501 -1.68191 0.07941
S -2.64903 -4.09323 0.71193
O -1.98063 -4.26727 2.09697
O -4.08755 -4.73636 0.78420
C -1.68828 -5.12603 -0.52504
F -1.99319 -4.83663 -1.94879
F -2.12666 -6.55400 -0.29809
F -0.20353 -5.14315 -0.24682
H 2.62926 -1.73849 -0.67704
H 2.08708 -1.47267 1.12105
H 2.15171 0.07805 -0.08553
H -2.66658 -1.96839 -1.68480
H -4.74955 -1.98560 -0.06709
H -3.26881 -1.33905 1.86379
H -3.28676 0.07279 -0.23767
C 2.20830 2.43941 1.81220
O 2.01345 1.34101 1.30705
N 2.78838 2.66279 3.04277
C 2.98414 3.99660 3.57066
C 3.21638 1.52793 3.83449
H 1.92076 3.37001 1.29533
H 4.05244 4.15536 3.74432
H 2.44133 4.08629 4.51625
H 2.61744 4.75476 2.87326
H 3.95559 0.95580 3.26596
H 2.35233 0.88704 4.03409
H 3.65491 1.85963 4.77951
C -4.09170 2.88941 2.37470
O -4.28655 1.79101 1.86955
N -3.51162 3.11279 3.60527
C -3.31586 4.44660 4.13316
C -3.08362 1.97793 4.39699
H -4.37924 3.82001 1.85783
H -2.24756 4.60536 4.30682
H -3.85867 4.53629 5.07875
H -3.68256 5.20476 3.43576
H -2.34441 1.40580 3.82846
H -3.94767 1.33704 4.59659
H -2.64509 2.30963 5.34201
C 4.07598 -3.66969 -3.59679
O 3.53181 -2.59744 -3.82874
N 3.52190 -4.91263 -3.81763
C 4.23310 -6.13701 -3.51576
C 2.18541 -4.99847 -4.36929
H 5.09391 -3.71957 -3.17588
H 4.33982 -6.72029 -4.43501
H 3.65712 -6.70946 -2.78271
H 5.22527 -5.92656 -3.10715
H 2.16893 -4.49762 -5.34185
H 1.48955 -4.48680 -3.69760
H 1.88265 -6.04238 -4.48750
C 2.62872 6.20882 0.09993
O 2.03205 5.83244 1.10091
N 3.91543 5.85420 -0.24548
C 4.55162 6.34382 -1.45029
C 4.65629 4.96327 0.62359
H 2.15795 6.88878 -0.62937
H 4.82299 5.49082 -2.07907
H 5.45362 6.89790 -1.17423
H 3.88258 7.00345 -2.00968
H 4.11068 4.01931 0.71425
H 4.73819 5.41952 1.61471
H 5.65532 4.77403 0.22168
C 1.69914 -5.25498 -7.73994
O 1.23686 -5.99279 -6.87880
N 2.47115 -5.65788 -8.80874
C 2.98104 -4.72006 -9.78677
C 2.78331 -7.06417 -8.95980
H 1.52273 -4.16669 -7.72094
H 2.59707 -4.99405 -10.77375
H 4.07379 -4.77184 -9.79078
H 2.67124 -3.69795 -9.55233
H 1.85014 -7.62842 -9.04818
H 3.31964 -7.40730 -8.06997
H 3.39934 -7.22987 -9.84775
C 0.57680 0.55787 6.74833
O 0.60479 1.42450 5.88356
N 0.19322 -0.75232 6.55617
C 0.18798 -1.71877 7.63413
C -0.21813 -1.17761 5.23412
H 0.86977 0.77355 7.78925
H 0.86138 -2.54115 7.37559
H -0.82860 -2.10275 7.76040
H 0.51921 -1.26524 8.57234
H 0.60646 -1.01216 4.53436
H -1.07527 -0.57585 4.91728
H -0.49215 -2.23606 5.23669
C -7.02402 5.65790 -0.23462
O -7.56819 6.73015 -0.46658
N -7.57810 4.41496 -0.45546
C -6.86690 3.19058 -0.15360
C -8.91459 4.32912 -1.00712
H -6.00609 5.60802 0.18629
H -6.76018 2.60730 -1.07285
H -7.44288 2.61813 0.57945
H -5.87473 3.40103 0.25502
H -8.93107 4.82997 -1.97968
H -9.61045 4.84079 -0.33544
H -9.21735 3.28520 -1.12534